No. 1
{
  "formula": "C35H39BF4N8NaO2S2",
  "method": "ωB97M-V/def2-TZVPD",
  "elements": ["Na", "C", "C", "N", "N", "C", "B", "N", "C", "C", "C", "N", "N", "C", "C", "C", "N", "H", "H", "H", "H", "H", "H", "H", "H", "H", "H", "C", "N", "C", "C", "C", "N", "C", "C", "F", "C", "F", "C", "C", "F", "C", "F", "H", "H", "H", "H", "H", "H", "H", "H", "H", "H", "H", "O", "S", "C", "C", "C", "C", "S", "O", "C", "C", "C", "C", "C", "C", "C", "C", "C", "C", "C", "C", "H", "H", "H", "H", "H", "H", "H", "H", "H", "H", "H", "H", "H", "H", "H", "H", "H", "H"],
  "xyz": [[0.214915, -0.157532, -0.266583], [0.659153, 2.167625, 4.235602], [-0.136344, 2.114099, 3.080518], [0.603208, 2.033849, 1.984081], [1.883804, 2.041710, 2.399903], [1.944964, 2.119383, 3.744323], [3.092639, 2.032810, 1.431152], [3.717956, 0.604245, 1.321785], [4.437853, 0.020818, 2.295372], [4.900339, -1.192137, 1.830834], [4.387076, -1.260237, 0.527084], [3.674101, -0.179935, 0.233119], [2.700540, 2.604225, 0.063885], [3.128556, 3.790147, -0.412991], [2.547926, 4.000400, -1.644094], [1.761748, 2.852856, -1.834878], [1.853225, 2.023722, -0.808105], [0.342850, 2.215345, 5.263217], [-1.212896, 2.113789, 3.003579], [2.893253, 2.146103, 4.255391], [3.945357, 2.753642, 1.903486], [4.580491, 0.505914, 3.246248], [5.508596, -1.906286, 2.359822], [4.501378, -2.039013, -0.213404], [3.807964, 4.395773, 0.161857], [2.670925, 4.846234, -2.298275], [1.138690, 2.591293, -2.678227], [-2.268711, 1.231010, -2.629627], [-2.005048, 1.075801, -1.220077], [-1.790167, 2.367548, -0.588104], [-3.078550, 0.324548, -0.582448], [-2.885632, 0.087708, 0.913095], [-1.563438, -0.427052, 1.154070], [-1.208144, -0.820129, 2.363052], [0.145402, -1.239114, 2.576999], [1.006736, -1.153011, 1.520036], [0.643735, -1.689267, 3.765927], [1.944636, -2.061632, 3.824200], [-0.133914, -1.764517, 4.914357], [-1.442205, -1.343505, 4.762950], [-2.263815, -1.372992, 5.843266], [-1.965970, -0.895648, 3.571827], [-3.271710, -0.494650, 3.581348], [-3.193116, 1.806889, -2.826120], [-2.376245, 0.249445, -3.097504], [-1.436401, 1.749134, -3.109417], [-2.704993, 2.988964, -0.603830], [-0.996572, 2.901007, -1.110540], [-1.459502, 2.235816, 0.438839], [-3.138464, -0.644269, -1.088832], [-4.049877, 0.838385, -0.732387], [-3.686765, -0.599920, 1.219241], [-3.082148, 1.026821, 1.452782], [0.254624, -2.117565, 5.855472], [-0.096872, -2.583924, -0.751219], [-0.342359, -4.045725, -0.702398], [-0.008027, -4.696769, -2.368298], [1.368856, -4.449562, -2.974626], [1.775632, -2.979929, -3.121649], [0.914594, -2.223958, -4.126335], [0.905400, -0.433169, -3.803097], [0.638411, -0.327636, -2.346997], [2.655870, -0.150653, -4.061596], [3.435337, 0.138865, -2.958007], [4.791402, 0.381683, -3.146528], [5.341658, 0.337154, -4.417928], [4.539125, 0.056198, -5.520160], [3.185706, -0.180926, -5.345905], [1.033965, -4.826171, 0.139125], [1.039282, -6.206398, 0.310438], [2.072369, -6.796681, 1.017612], [3.076029, -6.005231, 1.566602], [3.047325, -4.629338, 1.405001], [2.023098, -4.027358, 0.682427], [-0.804658, -4.235935, -2.957940], [-0.229080, -5.765257, -2.310939], [1.372020, -4.929715, -3.960520], [2.123346, -4.968074, -2.378250], [2.822378, -2.929559, -3.427166], [1.690826, -2.477719, -2.157578], [-0.140630, -2.491862, -4.041290], [1.223996, -2.369951, -5.163950], [3.003980, 0.185238, -1.965589], [5.402671, 0.608263, -2.282596], [6.397761, 0.530465, -4.558614], [4.966920, 0.031924, -6.514399], [2.552084, -0.382035, -6.203080], [0.235272, -6.812716, -0.091205], [2.087623, -7.870188, 1.157100], [3.874486, -6.465944, 2.134128], [3.810179, -4.007168, 1.851110], [1.977648, -2.953698, 0.565217]],
  "atomic_forces_ev_per_a": [[-0.1, 0.5, 0.0], [0.0, 0.0, 0.0], [0.0, -0.1, 0.0], [0.0, 0.0, 0.0], [0.0, 0.0, 0.0], [0.0, 0.0, 0.0], [-0.1, 0.0, 0.1], [-0.1, 0.0, 0.0], [0.1, 0.0, 0.0], [0.0, 0.0, 0.0], [0.0, 0.0, 0.0], [0.0, 0.0, -0.1], [0.1, 0.0, -0.1], [0.0, 0.0, 0.0], [0.0, 0.0, 0.0], [-0.1, 0.0, 0.0], [0.0, -0.1, 0.2], [0.0, 0.0, 0.0], [0.0, 0.0, 0.0], [0.0, 0.0, 0.0], [0.0, 0.0, 0.0], [0.0, 0.0, 0.0], [0.0, 0.0, 0.0], [0.0, 0.0, 0.0], [0.0, 0.0, 0.0], [0.0, 0.0, 0.0], [0.0, 0.0, 0.0], [0.0, 0.0, 0.0], [0.0, 0.1, 0.2], [-0.1, 0.0, 0.0], [0.0, 0.0, 0.0], [0.0, -0.1, -0.1], [0.0, 0.0, 0.3], [0.0, 0.0, 0.0], [0.0, -0.1, 0.0], [0.1, -0.1, 0.3], [0.0, 0.0, 0.0], [-0.1, 0.0, 0.0], [0.0, 0.0, 0.0], [0.0, 0.0, 0.0], [0.0, 0.0, 0.0], [0.0, 0.0, 0.0], [0.0, 0.0, 0.0], [0.0, 0.0, 0.0], [0.0, 0.0, 0.0], [0.0, 0.0, 0.0], [0.0, 0.0, 0.0], [0.0, 0.0, 0.0], [0.0, 0.0, 0.0], [0.0, 0.0, 0.0], [0.0, 0.0, 0.0], [0.0, 0.0, 0.0], [0.0, 0.0, 0.0], [0.0, 0.0, 0.0], [0.1, -0.3, 0.0], [-0.1, 0.1, 0.0], [-0.1, 0.0, 0.0], [0.0, 0.0, 0.0], [0.0, 0.0, 0.0], [0.0, 0.0, 0.0], [-0.1, -0.2, 0.0], [0.2, 0.2, -0.8], [0.0, 0.0, 0.1], [0.1, 0.0, 0.0], [0.0, 0.0, 0.0], [0.0, 0.0, 0.0], [0.0, 0.0, 0.0], [0.0, 0.0, 0.0], [0.0, 0.0, 0.0], [0.0, 0.0, 0.0], [0.0, 0.0, 0.0], [0.0, 0.0, 0.0], [0.0, 0.0, 0.0], [0.0, -0.1, 0.0], [0.0, 0.0, 0.0], [0.0, 0.0, 0.0], [0.0, 0.0, 0.0], [0.0, 0.0, 0.0], [0.0, 0.0, 0.0], [0.0, 0.0, 0.0], [0.0, 0.0, 0.0], [0.0, 0.0, 0.0], [0.0, 0.0, 0.0], [0.0, 0.0, 0.0], [0.0, 0.0, 0.0], [0.0, 0.0, 0.0], [0.0, 0.0, 0.0], [0.0, 0.0, 0.0], [0.0, 0.0, 0.0], [0.0, 0.0, 0.0], [0.0, 0.1, 0.0], [0.0, 0.1, 0.0]],
  "lowdin_charge": [0.213, -0.077, -0.177, 0.086, -0.037, -0.112, -0.517, -0.029, -0.107, -0.092, -0.194, 0.070, -0.030, -0.101, -0.078, -0.188, 0.079, 0.082, 0.098, 0.105, 0.111, 0.110, 0.078, 0.095, 0.105, 0.076, 0.092, -0.124, -0.269, -0.086, -0.210, -0.253, 0.017, -0.225, -0.145, 0.023, -0.237, 0.059, 0.014, -0.243, 0.049, -0.148, 0.035, 0.083, 0.079, 0.070, 0.089, 0.072, 0.056, 0.115, 0.115, 0.110, 0.103, 0.111, -0.492, 1.003, -0.330, -0.216, -0.229, -0.310, 0.989, -0.526, -0.384, -0.070, -0.052, -0.088, -0.096, -0.100, -0.379, -0.098, -0.090, -0.083, -0.052, -0.050, 0.079, 0.082, 0.114, 0.110, 0.120, 0.089, 0.081, 0.091, 0.066, 0.108, 0.098, 0.097, 0.104, 0.105, 0.099, 0.100, 0.098, 0.092],
  "e_homo_ev": -3.40,
  "fmax_ev_per_a": 0.89,
  "charge": -1
}

No. 2
{
  "formula": "C35H39GeIN3OOsS2",
  "method": "ωB97M-V/def2-TZVPD",
  "elements": ["Os", "I", "C", "C", "N", "N", "C", "H", "H", "H", "C", "C", "C", "C", "C", "C", "C", "C", "N", "C", "C", "C", "C", "H", "H", "H", "H", "H", "H", "H", "H", "H", "H", "H", "H", "H", "H", "H", "H", "H", "H", "C", "C", "C", "C", "C", "C", "Ge", "C", "C", "C", "C", "C", "C", "C", "C", "C", "C", "C", "C", "H", "H", "H", "H", "H", "H", "H", "H", "H", "H", "H", "H", "H", "H", "H", "C", "O", "C", "S", "S", "H", "H", "H"],
  "xyz": [[-0.667786, -0.965769, 0.829522], [-3.648886, -2.677469, 6.054722], [-2.246286, -2.696269, 4.513222], [-1.044286, -3.380369, 4.496322], [-0.447486, -3.086369, 3.335422], [-1.192286, -2.255069, 2.592822], [-2.294786, -2.011869, 3.296822], [-0.622986, -4.040769, 5.225622], [0.443714, -3.434869, 3.008522], [-3.078286, -1.381369, 2.925722], [6.242114, 0.637131, -0.183778], [4.775114, 0.722031, 0.085222], [4.263914, 1.859431, 0.714722], [2.889814, 1.990531, 0.961422], [2.366314, 3.273531, 1.524622], [2.069914, 0.926831, 0.683422], [2.550314, -0.305169, 0.133722], [3.927014, -0.317769, -0.241278], [1.680414, -1.311569, 0.066022], [1.895214, -2.626969, -0.511178], [3.291514, -3.252469, -0.316678], [0.874014, -3.589869, 0.130522], [1.584614, -2.514269, -2.020578], [6.686114, 1.627931, -0.216278], [6.455314, 0.128231, -1.119278], [6.728814, 0.083831, 0.621322], [4.926414, 2.669131, 0.981422], [2.663314, 4.105831, 0.887722], [2.793414, 3.458731, 2.509222], [1.281514, 3.265031, 1.611322], [1.003814, 0.997531, 0.884922], [4.335514, -1.151169, -0.779678], [3.763814, -2.892269, 0.594922], [3.940514, -3.052669, -1.165578], [3.194314, -4.334269, -0.247278], [1.209414, -3.868769, 1.129622], [0.790314, -4.501569, -0.458678], [-0.136986, -3.146769, 0.183922], [2.155614, -1.702369, -2.469778], [0.522914, -2.319569, -2.178878], [1.841314, -3.444469, -2.522078], [-1.056886, 2.362131, 4.299022], [-0.114286, 1.347431, 4.355922], [-0.024186, 0.429531, 3.323422], [-0.881686, 0.524731, 2.224622], [-1.824286, 1.543131, 2.175322], [-1.914186, 2.456031, 3.216822], [-1.161186, 0.282531, -1.304578], [0.302814, 0.913931, -2.526378], [0.597714, 0.285131, -3.730678], [1.587214, 0.798931, -4.554578], [2.300114, 1.921931, -4.170778], [2.001514, 2.557131, -2.977178], [1.013014, 2.049031, -2.152578], [-2.769786, 1.474131, -1.602478], [-2.747886, 2.237331, -2.761078], [-3.863086, 2.979831, -3.112678], [-4.988486, 2.968331, -2.308778], [-5.018286, 2.186831, -1.167278], [-3.910186, 1.432931, -0.815278], [-1.130086, 3.074631, 5.104522], [0.544114, 1.264931, 5.205022], [0.719714, -0.360669, 3.384222], [-2.505686, 1.640131, 1.340922], [-2.659086, 3.234931, 3.177722], [0.044514, -0.589869, -4.048278], [1.800614, 0.324031, -5.500378], [3.085214, 2.308331, -4.803878], [2.537714, 3.448731, -2.693178], [0.775814, 2.547931, -1.222878], [-1.869886, 2.242331, -3.393178], [-3.845286, 3.557531, -4.023178], [-5.850186, 3.557031, -2.578478], [-5.902986, 2.155131, -0.550378], [-3.957686, 0.805431, 0.068522], [-5.736386, -2.062269, -1.405278], [-4.564386, -1.752769, -2.149778], [-3.405286, -1.735669, -1.574678], [-3.181486, -2.070269, 0.047722], [-2.093186, -1.410269, -2.655178], [-6.578386, -1.760669, -2.025678], [-5.741686, -1.517069, -0.458678], [-5.780386, -3.136169, -1.208178]],
  "atomic_forces_ev_per_a": [[0.1, -0.1, 0.8], [0.3, 0.0, -0.4], [-0.3, 0.0, 0.3], [-0.5, 0.3, 0.0], [0.6, -0.2, 0.0], [-0.1, 0.2, -0.8], [-0.1, -0.4, 0.6], [0.2, -0.2, 0.1], [-0.2, 0.1, 0.0], [-0.1, 0.2, -0.1], [0.1, -0.1, 0.0], [-0.1, -0.2, -0.1], [-0.3, -0.2, -0.1], [-0.2, -0.2, 0.1], [0.0, 0.0, 0.0], [-0.1, 0.1, 0.1], [0.0, 0.3, 0.2], [0.2, -0.1, -0.1], [-1.1, 0.3, 0.5], [0.0, -0.7, -0.7], [-0.1, 0.1, 0.1], [0.4, 0.4, -0.1], [0.0, 0.0, 0.3], [0.1, 0.0, 0.0], [0.0, -0.1, -0.1], [0.1, 0.0, 0.0], [0.1, 0.1, 0.0], [-0.1, 0.1, 0.0], [0.0, 0.0, 0.1], [-0.1, 0.0, 0.0], [0.3, 0.2, 0.0], [0.1, -0.1, 0.0], [0.1, -0.1, 0.1], [0.1, 0.0, 0.0], [0.0, 0.0, 0.0], [-0.1, 0.0, 0.1], [-0.1, 0.0, 0.0], [0.0, -0.2, -0.1], [0.1, 0.0, 0.0], [0.0, 0.0, 0.0], [0.0, -0.1, 0.0], [-0.1, 0.1, 0.0], [0.1, -0.3, -0.2], [0.3, 0.0, 0.2], [0.1, -0.3, -0.7], [-0.4, 0.2, -0.2], [0.0, -0.1, -0.1], [-0.9, 0.8, -1.9], [-0.4, -0.4, 0.9], [-0.2, 0.0, 0.0], [0.0, -0.1, -0.1], [0.0, 0.1, 0.0], [0.1, 0.0, 0.1], [-0.2, 0.0, 0.1], [1.1, -0.6, 0.6], [0.1, 0.0, 0.0], [0.1, 0.0, -0.1], [-0.1, 0.0, 0.0], [0.0, -0.1, 0.1], [-0.1, 0.0, 0.2], [0.0, 0.1, 0.1], [0.1, 0.0, 0.1], [0.0, 0.1, 0.0], [0.1, 0.0, 0.0], [-0.1, 0.1, 0.0], [0.0, 0.0, -0.1], [0.0, -0.1, -0.1], [0.0, 0.0, -0.1], [0.1, 0.1, 0.1], [0.0, 0.1, 0.1], [0.0, 0.1, -0.1], [0.0, 0.1, -0.1], [-0.1, 0.1, 0.0], [-0.1, 0.0, 0.1], [0.0, 0.0, 0.0], [-0.8, -0.2, 0.5], [0.6, 0.1, -0.3], [0.2, 0.1, -0.5], [0.7, 0.2, 0.8], [0.2, 0.1, 0.1], [0.2, 0.0, 0.0], [0.0, 0.0, -0.1], [0.1, 0.1, 0.0]],
  "lowdin_charge": [1.320, 0.942, -0.718, -0.089, 0.022, -0.167, -0.216, 0.136, 0.152, 0.099, -0.023, -0.233, 0.056, -0.247, -0.022, -0.022, -0.254, 0.055, 0.045, -0.601, -0.027, -0.050, -0.020, 0.087, 0.091, 0.100, 0.138, 0.094, 0.096, 0.076, 0.041, 0.101, 0.094, 0.085, 0.095, 0.073, 0.111, 0.015, 0.088, 0.028, 0.104, -0.037, -0.046, -0.133, -0.385, -0.097, -0.042, 0.742, -0.356, -0.139, -0.058, -0.056, -0.059, -0.128, -0.344, -0.100, -0.051, -0.057, -0.064, -0.158, 0.121, 0.119, 0.103, 0.069, 0.121, 0.071, 0.116, 0.116, 0.112, 0.097, 0.102, 0.116, 0.115, 0.112, 0.071, -0.050, -0.144, -1.191, 0.694, 0.738, 0.114, 0.077, 0.110],
  "e_homo_ev": [-13.51, -13.81],
  "multiplicity": 6,
  "fmax_ev_per_a": 2.24,
  "charge": 2
}